Record 1
Computed, not measured: a cluster of 4 separate species, C18H36ClN4O7P in total at a distorted geometry, with ωB97M-V/def2-TZVPD.

Positions of all 67 atoms, in Å:
C: 1.557 0.946 3.033
C: 2.462 1.473 2.094
C: 2.107 2.396 0.847
P: 3.670 2.296 -0.230
O: 4.009 0.600 -0.349
O: 3.220 2.712 -1.847
C: 1.637 3.802 1.455
C: 0.220 4.030 0.727
Cl: 0.158 5.896 0.628
C: -1.126 3.712 1.579
O: -1.984 2.742 0.907
C: -1.867 1.446 1.528
C: -2.481 0.367 0.486
N: 0.401 3.305 -0.542
C: 0.945 1.979 -0.157
O: 0.548 0.869 -0.552
H: 0.634 1.471 3.438
H: 1.773 -0.084 3.486
H: 3.573 1.250 2.272
H: 4.483 0.388 0.486
H: 2.910 1.842 -2.210
H: 1.676 3.791 2.587
H: 2.434 4.555 1.156
H: -1.729 4.697 1.654
H: -0.889 3.394 2.657
H: -2.442 1.344 2.505
H: -0.797 1.116 1.736
H: -2.980 0.923 -0.375
H: -1.684 -0.322 0.059
H: -3.228 -0.297 1.052
H: -0.387 3.289 -1.200
C: 3.813 -3.623 1.158
C: 2.398 -4.120 1.271
O: 2.076 -4.993 2.069
N: 1.462 -3.571 0.454
C: 1.639 -2.538 -0.547
H: 4.441 -4.155 1.872
H: 4.197 -3.811 0.153
H: 3.856 -2.556 1.387
H: 0.539 -3.955 0.588
H: 0.990 -1.699 -0.289
H: 1.330 -2.945 -1.513
H: 2.668 -2.195 -0.611
C: -6.081 5.199 1.078
C: -4.646 5.239 0.626
O: -3.738 5.570 1.377
N: -4.371 4.894 -0.659
C: -5.294 4.478 -1.693
H: -6.138 5.500 2.124
H: -6.682 5.892 0.486
H: -6.475 4.185 0.989
H: -3.389 4.946 -0.886
H: -5.005 3.480 -2.031
H: -5.210 5.175 -2.530
H: -6.323 4.457 -1.342
C: 2.225 -6.823 -3.999
C: 2.212 -6.314 -2.582
O: 2.997 -5.462 -2.190
N: 1.289 -6.829 -1.725
C: 0.282 -7.834 -1.990
H: 3.013 -6.317 -4.556
H: 2.426 -7.896 -4.011
H: 1.269 -6.611 -4.483
H: 1.344 -6.438 -0.794
H: -0.699 -7.400 -1.782
H: 0.449 -8.675 -1.314
H: 0.311 -8.185 -3.018

The SMILES is C=C[C@]1(P(O)O)C[C@](Cl)(COCC)NC1=O.CNC(C)=O.CNC(C)=O.CNC(C)=O. The calculation puts the max |F| at 3.8 eV/Å. As for the spin multiplicity: 1.

Results of the Löwdin charge analysis, in e, for atoms 1 through 6: C 0.011; C -0.156; C -0.449; P 0.963; O -0.316; O -0.295


Record 2
Computed, not measured: a structure of composition C18H36CuN5OP, with ωB97M-V/def2-TZVPD.

Positions of all 62 atoms, in Å:
Cu: -0.493 -0.553 0.220
C: -1.474 -0.342 2.951
C: -2.592 0.323 2.150
N: -2.548 -0.074 0.733
C: -2.865 1.001 -0.217
C: -1.817 2.135 -0.187
N: -0.479 1.687 0.235
C: -0.047 2.158 1.565
C: 0.540 1.045 2.435
N: -0.160 -0.241 2.294
H: -1.695 -1.407 3.049
H: -1.450 0.082 3.962
H: -2.515 1.406 2.207
H: -3.551 0.066 2.608
H: -3.181 -0.847 0.571
H: -3.855 1.434 -0.032
H: -2.883 0.547 -1.208
H: -2.158 2.944 0.463
H: -1.762 2.561 -1.189
H: 0.221 1.960 -0.440
H: -0.894 2.622 2.069
H: 0.710 2.938 1.463
H: 0.550 1.382 3.479
H: 1.570 0.870 2.133
H: 0.432 -0.957 2.694
C: 2.446 -3.494 -2.240
C: 1.897 -2.623 -1.115
P: 0.243 -1.881 -1.367
C: -0.827 -3.349 -1.648
C: -2.255 -2.963 -2.025
C: 0.372 -1.133 -3.047
C: -0.585 0.030 -3.283
H: 3.453 -3.840 -2.005
H: 2.504 -2.945 -3.181
H: 1.832 -4.379 -2.409
H: 2.578 -1.790 -0.920
H: 1.841 -3.190 -0.181
H: -0.817 -3.934 -0.725
H: -0.395 -3.980 -2.427
H: -2.678 -2.267 -1.295
H: -2.905 -3.836 -2.071
H: -2.291 -2.480 -3.002
H: 0.217 -1.917 -3.793
H: 1.404 -0.795 -3.170
H: -1.626 -0.272 -3.164
H: -0.470 0.436 -4.288
H: -0.395 0.833 -2.567
N: 6.025 -0.609 -3.788
C: 5.987 -0.590 -2.434
O: 6.863 -1.067 -1.745
C: 4.786 0.063 -1.790
C: 4.659 -0.063 -0.412
C: 3.565 0.511 0.213
N: 2.618 1.191 -0.433
C: 2.757 1.325 -1.748
C: 3.813 0.786 -2.470
H: 6.816 -1.045 -4.230
H: 5.274 -0.276 -4.361
H: 5.414 -0.605 0.141
H: 3.452 0.420 1.287
H: 1.990 1.897 -2.262
H: 3.859 0.965 -3.536

Its total charge is +1. The calculation puts the max |F| at 0.2 eV/Å. As for the spin multiplicity: 1.

Results of the Löwdin charge analysis, in e, for atoms 1 through 6: Cu 0.197; C -0.170; C -0.170; N -0.103; C -0.181; C -0.176


Record 3
Computed, not measured: a structure of composition C18H36F9NO4P2, with ωB97M-V/def2-TZVPD.

Positions of all 70 atoms, in Å:
N: 10.531 -0.856 2.323
P: 9.510 -1.490 3.296
O: 8.461 -2.565 2.575
P: 7.450 -1.932 1.522
O: 7.245 -0.497 1.673
O: 8.038 -2.378 0.136
O: 6.148 -2.824 1.660
C: 5.154 -2.392 2.611
C: 3.785 -2.417 1.939
C: 3.251 -1.065 1.492
F: 2.788 -1.178 0.216
F: 4.236 -0.148 1.453
C: 2.103 -0.498 2.396
F: 2.023 -1.195 3.548
F: 2.413 0.774 2.736
C: 0.719 -0.417 1.710
F: 0.791 0.545 0.772
F: 0.371 -1.584 1.158
C: -0.431 0.002 2.670
F: -0.556 -0.844 3.694
F: -0.264 1.253 3.114
F: -1.570 -0.043 1.942
H: 10.401 0.146 2.302
H: 8.665 -0.608 3.982
H: 10.111 -2.340 4.223
H: 7.387 -2.231 -0.555
H: 5.148 -3.127 3.404
H: 5.397 -1.439 3.057
H: 3.891 -3.018 1.048
H: 3.095 -2.944 2.580
C: -8.092 2.899 1.177
C: -7.602 1.654 0.443
C: -6.885 0.656 1.352
C: -5.611 1.186 2.010
C: -4.546 1.690 1.037
C: -4.021 0.608 0.099
H: -7.265 3.465 1.609
H: -8.622 3.565 0.495
H: -8.777 2.631 1.983
H: -6.949 1.947 -0.383
H: -8.461 1.152 -0.010
H: -6.651 -0.242 0.774
H: -7.574 0.334 2.139
H: -5.180 0.387 2.622
H: -5.865 1.991 2.705
H: -3.710 2.087 1.618
H: -4.934 2.528 0.451
H: -3.591 -0.219 0.663
H: -3.243 1.009 -0.553
H: -4.809 0.207 -0.541
C: 0.278 -0.456 -2.149
C: 0.180 0.823 -2.975
C: -1.235 1.125 -3.464
C: -1.834 0.071 -4.396
C: -1.019 -0.209 -5.658
C: -0.871 1.006 -6.569
H: -0.004 -1.336 -2.731
H: 1.298 -0.608 -1.799
H: -0.373 -0.404 -1.277
H: 0.868 0.766 -3.823
H: 0.519 1.663 -2.364
H: -1.236 2.098 -3.965
H: -1.895 1.234 -2.598
H: -2.837 0.397 -4.689
H: -1.972 -0.866 -3.848
H: -1.511 -1.009 -6.216
H: -0.029 -0.591 -5.392
H: -1.848 1.378 -6.882
H: -0.307 0.749 -7.467
H: -0.342 1.821 -6.073

The calculation puts the max |F| at 1.0 eV/Å. As for the spin multiplicity: 1.

Results of the Löwdin charge analysis, in e, for atoms 1 through 6: N -0.253; P 0.642; O -0.358; P 0.262; O -0.245; O -0.057


no.,electronic energy (eV)
1,-61352.2861
2,-82673.5997
3,-71968.8074